{
  "formula": "C6H4S2",
  "method": "ωB97M-V/def2-TZVPD",
  "multiplicity": 1,
  "smiles": "C#CC(C#C)C(=S)S",
  "orbital_gap_ev": 8.49,
  "elements": ["C", "C", "C", "H", "H", "S", "H", "C", "S", "H", "C", "C"],
  "coordinates": [[1.47982, 2.22265, 0.12132], [0.86850, -1.22575, -0.15019], [0.11323, 0.00192, -0.45533], [2.02962, 3.10889, 0.34398], [-0.06517, 0.02601, -1.54218], [-2.57146, 0.01344, -0.83933], [-3.55623, 0.01925, 0.06901], [0.86954, 1.21505, -0.12400], [-1.37591, -0.02594, 1.90858], [1.98487, -3.12017, 0.30458], [-1.24657, -0.00795, 0.29117], [1.46976, -2.22739, 0.07240]],
  "forces_ev_per_a": [[-0.35, -0.59, -0.15], [-0.45, 0.77, -0.23], [0.03, -0.11, -0.06], [-0.08, -0.11, -0.02], [-0.06, -0.07, 0.22], [0.16, 0.00, -0.05], [0.04, -0.01, 0.07], [0.41, 0.69, 0.20], [0.08, 0.00, -0.56], [0.16, -0.21, 0.02], [-0.12, 0.03, 0.42], [0.17, -0.39, 0.14]],
  "mulliken_charge": [0.197, -0.927, 0.174, 0.434, 0.315, -0.173, 0.161, -0.864, -0.182, 0.450, 0.172, 0.242]
}

***

{
  "formula": "C15H35ClNO6S2",
  "method": "ωB97M-V/def2-TZVPD",
  "charge": -1,
  "multiplicity": 1,
  "orbital_gap_ev": 9.02,
  "elements": ["H", "C", "H", "H", "C", "H", "H", "H", "O", "H", "H", "H", "H", "H", "H", "O", "N", "H", "C", "H", "H", "C", "C", "C", "H", "H", "C", "C", "H", "H", "H", "H", "C", "H", "H", "H", "H", "C", "C", "H", "H", "C", "H", "H", "C", "O", "C", "H", "H", "S", "H", "H", "H", "O", "O", "H", "Cl", "C", "O", "S"],
  "coordinates": [[1.16918, -4.22069, 2.54165], [-0.98549, 4.49348, -1.10316], [-0.48875, 1.69374, -1.10433], [-6.09163, 2.71539, 0.01305], [1.05517, 6.01303, -0.94611], [-0.71213, 4.90946, 0.99825], [0.30541, 5.06551, -2.71541], [-4.33956, 1.61699, 0.21867], [0.13827, -2.23567, 0.15725], [-1.42653, 3.70522, -1.72038], [5.02501, -5.82444, 1.55337], [4.63088, -2.79233, 1.59528], [-2.05157, 3.84554, 0.64206], [-0.20317, 2.67900, 1.78311], [6.09941, -3.65178, 1.19932], [-6.50910, 2.27839, -0.72621], [-2.21132, -1.39685, -0.21459], [-6.00346, 0.88072, -2.12044], [-4.31579, 1.12644, -0.76836], [3.51481, -3.71090, -0.44343], [2.80274, -6.06466, 2.47597], [2.23797, -3.99856, 2.55138], [5.00664, -3.70712, 1.12855], [-1.01452, 4.06682, 0.36715], [4.89734, -4.81695, -2.17908], [2.66274, -5.31384, 0.90178], [-0.57130, 1.58620, -0.01952], [5.19220, -4.87676, -1.12946], [4.84423, -5.83713, -0.74432], [2.38166, -3.06462, 2.00785], [0.43814, 6.91010, -1.03880], [1.21536, 5.81356, 0.11454], [0.40084, 4.83030, -1.65065], [2.02954, 6.22853, -1.39068], [4.94778, -2.77489, -0.79911], [6.28446, -4.86470, -1.08389], [1.05689, 3.95768, -1.58975], [4.53147, -4.92216, 1.92963], [-5.52577, 1.71697, -1.58138], [0.90853, 3.06897, 0.48932], [2.54248, -3.84576, 3.59043], [-0.14353, 2.85630, 0.70552], [-1.63613, 5.36765, -1.22295], [-1.60351, 1.32998, 0.22310], [4.60321, -3.70908, -0.34558], [-4.42390, -2.23142, 0.85237], [3.01925, -5.14520, 1.92224], [-4.29090, 3.42855, -2.10780], [4.86908, -4.80634, 2.96541], [-1.16758, -2.11208, 0.87103], [-4.49422, 2.20714, -3.40569], [-3.39617, 1.43192, -1.29629], [-5.84296, 3.35840, -3.03640], [-0.92427, -1.34276, 2.10914], [-4.51451, -0.28358, -0.71788], [0.05962, 0.74816, 0.27707], [-1.70735, -4.04442, 1.40892], [-5.01988, 2.76693, -2.60818], [-3.58186, -0.11595, 1.70440], [-3.67342, -0.98640, 0.51201]],
  "forces_ev_per_a": [[0.05, 0.14, 0.01], [-0.06, -0.06, 0.01], [-0.01, -0.02, 0.00], [0.26, 0.12, 0.22], [0.14, -0.06, -0.08], [-0.03, 0.02, -0.04], [0.01, -0.04, 0.01], [0.23, -0.57, -0.12], [-2.87, -0.82, 0.47], [0.01, -0.02, 0.02], [0.03, 0.03, -0.01], [-0.02, -0.04, 0.00], [0.02, -0.04, 0.01], [0.02, 0.01, -0.02], [0.00, 0.00, -0.03], [-0.47, -0.29, -0.32], [-0.82, -0.44, 2.05], [0.07, 0.37, 0.30], [-1.23, 1.45, -1.33], [0.01, 0.03, 0.05], [0.02, -0.02, -0.05], [-0.11, -0.10, -0.06], [-0.03, 0.05, 0.05], [0.11, 0.07, 0.04], [0.04, -0.05, 0.01], [0.03, 0.01, 0.01], [0.18, 0.07, 0.02], [-0.10, 0.04, -0.06], [0.03, 0.01, -0.01], [-0.10, 0.00, 0.01], [0.00, 0.00, 0.05], [-0.02, 0.02, -0.01], [-0.08, 0.07, -0.03], [-0.02, 0.05, 0.04], [-0.05, 0.00, 0.02], [-0.01, -0.04, 0.02], [-0.06, -0.01, 0.02], [0.02, -0.08, -0.08], [0.75, 0.13, -0.19], [-0.01, 0.07, 0.01], [0.03, 0.02, -0.01], [-0.16, -0.05, -0.01], [0.03, 0.01, -0.03], [0.09, -0.04, 0.05], [0.10, 0.00, 0.01], [1.16, 2.45, -1.51], [0.03, 0.03, 0.14], [-0.29, -0.04, -0.30], [-0.03, 0.00, 0.00], [4.04, 3.79, -0.70], [-0.17, 0.46, 0.24], [-0.07, -0.62, 0.31], [0.27, -0.28, 0.20], [-1.66, -1.72, -1.28], [1.58, -0.01, 1.53], [-0.13, -0.07, -0.04], [-0.21, 0.41, -0.22], [0.21, -0.67, 0.34], [0.03, -0.16, -2.82], [-0.78, -3.58, 3.09]],
  "mulliken_charge": [0.207, -0.289, 0.272, 0.338, -1.226, 0.351, 0.413, 0.323, -0.575, 0.079, 0.303, 0.328, 0.311, 0.351, 0.374, -0.572, -0.219, 0.233, -0.232, 0.137, 0.359, -0.963, -0.714, -0.742, 0.387, 0.212, -0.407, -1.223, 0.281, 0.258, 0.285, 0.286, -0.572, 0.383, 0.352, 0.285, 0.267, -0.734, 0.358, 0.274, 0.310, -0.594, 0.445, -0.159, -0.178, -0.677, -0.341, 0.104, 0.367, 0.878, 0.341, 0.188, 0.366, -0.548, -0.448, 0.286, -0.278, -1.093, -0.630, 1.120]
}